(1)
A 14-piece molecular cluster, H26NO16 overall in a non-equilibrium geometry. Source: the OMol25 dataset; level of theory: ωB97M-V with the def2-TZVPD basis set.

Each line ends with the natural charge from an NBO analysis.
CARTESIAN COORDINATES (ANGSTROEM)
N  0.165  -0.032  -0.064  0.7524
O  0.032  -0.594  1.087  -0.5464
O  1.310  0.459  -0.354  -0.5219
O  -0.658  -0.304  -0.974  -0.5208
O  0.526  2.657  1.901  -0.9536
H  -0.020  2.518  2.681  0.4615
H  1.087  1.925  1.969  0.4850
O  -0.254  -0.698  -3.411  -0.9509
H  -0.207  -1.637  -3.535  0.4406
H  -0.234  -0.637  -2.421  0.4616
O  -2.173  -0.192  3.323  -0.9946
H  -1.244  -0.225  3.614  0.4917
H  -2.369  -0.897  2.722  0.4696
O  0.416  -0.184  3.719  -0.9899
H  1.037  0.543  4.017  0.4888
H  0.510  -0.265  2.743  0.5089
O  -3.558  0.092  -1.036  -0.9486
H  -3.083  -0.630  -1.409  0.4707
H  -2.803  0.693  -0.908  0.4705
O  2.403  -1.252  -2.176  -0.9394
H  1.950  -1.671  -2.879  0.4693
H  1.742  -0.645  -1.858  0.4792
O  -2.677  -2.519  -1.871  -0.9567
H  -1.766  -2.181  -1.808  0.4821
H  -2.664  -3.394  -2.324  0.4773
O  -1.560  2.381  -0.037  -0.9735
H  -1.097  2.495  0.800  0.4987
H  -2.359  2.942  0.116  0.4646
O  -1.770  1.490  -2.936  -0.9592
H  -1.566  0.768  -2.346  0.4812
H  -2.199  2.271  -2.525  0.4697
O  2.652  0.824  1.847  -0.9813
H  2.285  0.582  1.006  0.4938
H  3.275  1.549  1.654  0.4729
O  3.075  -2.392  0.197  -1.0232
H  2.774  -1.839  -0.554  0.4779
H  2.226  -2.744  0.621  0.4834
O  1.732  3.177  -1.382  -0.9673
H  1.712  2.238  -1.319  0.4852
H  0.834  3.504  -1.632  0.4790
O  0.941  -2.988  1.640  -0.9610
H  0.486  -2.127  1.513  0.4936
H  1.092  -3.064  2.588  0.4796

Calculated values
Electronic energy   -34671.4558 eV
Energy above the lowest of the compared OMol25 structures with the same formula, charge and spin   1.2901 eV
Total charge   -1
Frontier orbital gap   9.21 eV
2S+1   1


(2)
A 13-piece molecular cluster, H26O13 overall in a non-equilibrium geometry. Source: the OMol25 dataset; level of theory: ωB97M-V with the def2-TZVPD basis set.

Each line ends with the Mulliken spin population.
CARTESIAN COORDINATES (ANGSTROEM)
O  -2.140  1.587  2.148  0.0718
H  -1.415  1.580  1.523  0.0277
H  -2.004  2.380  2.665  -0.0134
O  -3.409  -0.855  1.844  0.0118
H  -3.081  0.033  1.987  -0.0009
H  -2.926  -1.170  1.080  -0.0061
O  1.890  -1.756  -2.978  0.0785
H  1.794  -0.835  -2.735  0.0001
H  2.811  -1.955  -2.807  0.0130
O  2.385  1.824  0.958  -0.7215
H  2.445  2.557  0.345  0.4009
H  3.162  1.295  0.777  0.3326
O  -0.169  2.340  0.215  -0.1004
H  0.763  2.402  0.424  -0.0760
H  -0.546  3.151  0.556  0.1509
O  2.824  -2.041  1.497  0.0566
H  1.917  -1.743  1.419  0.0217
H  2.757  -2.990  1.597  -0.0137
O  0.393  -0.387  -0.367  0.3742
H  -0.370  -0.965  -0.358  -0.0598
H  0.521  -0.144  0.549  0.0199
O  -1.714  -0.289  -2.881  0.1055
H  -0.874  0.154  -2.762  0.0325
H  -2.138  0.188  -3.593  -0.0313
O  0.828  2.078  3.221  0.1206
H  1.312  1.811  2.440  0.1707
H  1.473  2.042  3.927  -0.0351
O  0.307  -0.614  2.522  0.1671
H  -0.409  -1.203  2.762  -0.0431
H  0.649  -0.299  3.359  0.0071
O  -2.188  -1.920  -0.611  -0.0009
H  -2.126  -1.380  -1.399  -0.0083
H  -2.927  -2.505  -0.779  -0.0040
O  0.632  1.273  -2.599  -0.1970
H  0.469  1.009  -1.694  0.0694
H  0.507  2.222  -2.598  0.0776
O  -0.629  -2.645  -3.263  0.0142
H  -1.062  -1.834  -2.997  -0.0108
H  0.286  -2.396  -3.395  -0.0018

Calculated values
Electronic energy   -27040.5382 eV
Energy above the lowest of the compared OMol25 structures with the same formula, charge and spin   0.3552 eV
Total charge   -1
Frontier orbital gap (spin up / spin down)   3.00 / 10.22 eV
2S+1   2


(3)
A 13-piece molecular cluster, H26O13 overall in a non-equilibrium geometry. Source: the OMol25 dataset; level of theory: ωB97M-V with the def2-TZVPD basis set.

Each line ends with the natural charge from an NBO analysis.
CARTESIAN COORDINATES (ANGSTROEM)
O  36.057  40.662  39.006  -1.0091
H  36.580  40.635  38.184  0.4932
H  35.368  39.959  39.044  0.5039
O  30.747  42.994  37.022  -0.9190
H  31.688  42.814  37.114  0.4613
H  30.482  42.160  36.613  0.4600
O  35.640  44.502  40.922  -0.9273
H  36.400  44.335  41.461  0.4941
H  35.646  44.177  40.066  0.5102
O  36.557  43.342  38.485  -0.9713
H  36.119  42.530  38.173  0.4991
H  36.528  44.048  37.949  0.4746
O  34.267  38.630  39.372  -0.9104
H  33.911  38.778  38.526  0.4676
H  33.620  39.018  39.925  0.4866
O  30.878  42.292  41.480  -0.9785
H  29.996  41.713  41.564  0.4773
H  31.748  41.745  41.106  0.4963
O  34.125  42.557  36.862  -0.9401
H  33.841  42.689  37.722  0.4625
H  33.781  43.357  36.698  0.4559
O  33.684  42.293  39.406  -0.9800
H  34.351  41.581  39.358  0.5011
H  32.943  41.838  39.031  0.4985
O  37.625  42.377  41.075  -0.9619
H  37.121  41.864  40.390  0.5047
H  37.072  42.406  41.940  0.4534
O  32.453  44.418  39.838  -0.9484
H  33.112  43.804  39.502  0.4626
H  32.336  44.125  40.674  0.4628
O  31.187  41.181  38.849  -0.9911
H  31.015  40.423  39.561  0.4762
H  30.237  41.587  38.747  0.5235
O  33.615  40.288  42.380  -1.0060
H  33.685  41.282  42.203  0.4934
H  33.461  40.419  43.331  0.4602
O  34.438  42.607  42.264  -1.0079
H  35.078  42.453  43.005  0.4641
H  34.903  43.386  41.705  0.5080

Calculated values
Electronic energy   -27036.9959 eV
Energy above the lowest of the compared OMol25 structures with the same formula, charge and spin   4.9511 eV
Frontier orbital gap   10.05 eV
2S+1   1


(4)
A 13-piece molecular cluster, H26O13 overall in a non-equilibrium geometry. Source: the OMol25 dataset; level of theory: ωB97M-V with the def2-TZVPD basis set.

Each line ends with the natural charge from an NBO analysis.
CARTESIAN COORDINATES (ANGSTROEM)
H  -0.829  0.161  -0.433  0.4931
H  0.449  0.531  0.431  0.4600
H  0.254  -3.025  2.333  0.4583
H  1.612  -3.472  2.651  0.4617
H  3.777  2.963  -1.475  0.4589
H  3.786  2.807  0.025  0.4768
H  2.020  1.709  1.208  0.4648
H  2.582  0.991  2.476  0.4821
H  -2.883  -1.006  1.309  0.4769
H  -1.621  -1.428  0.642  0.4497
H  -3.199  2.149  -1.922  0.4634
H  -2.065  1.861  -2.839  0.4747
H  1.956  -1.811  -2.766  0.4736
H  1.629  -3.079  -2.105  0.4743
H  -0.851  -3.496  0.867  0.4645
H  0.108  -4.437  0.168  0.4770
H  -0.951  -2.555  -2.152  0.4538
H  -0.355  -1.643  -3.089  0.4894
H  -0.990  5.247  -0.875  0.4604
H  -2.101  4.211  -0.774  0.4841
H  5.594  -0.588  0.215  0.4596
H  4.366  -1.060  -0.493  0.4591
H  -4.434  -1.644  -0.151  0.4515
H  -3.423  -1.626  -1.217  0.4672
H  -3.148  2.104  3.270  0.4661
H  -2.057  1.104  3.079  0.4759
O  0.056  0.378  -0.457  -0.9582
O  0.894  -2.925  2.990  -0.9255
O  4.416  2.773  -0.775  -0.9370
O  2.437  1.887  2.046  -0.9449
O  -1.985  -0.675  1.043  -0.9271
O  -2.302  2.267  -1.961  -0.9352
O  1.324  -2.465  -2.772  -0.9400
O  -0.047  -3.479  0.331  -0.9361
O  -1.008  -1.647  -2.343  -0.9501
O  -1.462  4.723  -0.207  -0.9470
O  4.737  -0.383  0.096  -0.9182
O  -3.939  -1.037  -0.743  -0.9163
O  -3.024  1.213  2.953  -0.9414

Calculated values
Electronic energy   -27037.3445 eV
Energy above the lowest of the compared OMol25 structures with the same formula, charge and spin   4.6026 eV
Frontier orbital gap   9.93 eV
2S+1   1


(5)
A 13-piece molecular cluster, H26O13 overall in a non-equilibrium geometry. Source: the OMol25 dataset; level of theory: ωB97M-V with the def2-TZVPD basis set.

Each line ends with the natural charge from an NBO analysis.
CARTESIAN COORDINATES (ANGSTROEM)
O  2.008  -1.315  1.207  -0.9485
H  1.260  -1.125  1.742  0.4840
H  1.909  -2.268  0.932  0.5016
O  1.520  0.429  -2.706  -0.9845
H  1.968  0.614  -1.874  0.5014
H  2.123  0.497  -3.450  0.4651
O  -0.547  3.157  -1.186  -0.9730
H  -1.125  2.526  -0.770  0.4939
H  -0.981  4.014  -1.341  0.4678
O  -1.865  -0.394  -2.377  -0.9316
H  -2.815  -0.143  -2.423  0.4540
H  -1.726  -0.691  -1.496  0.4775
O  0.020  1.735  1.600  -0.9688
H  -0.213  2.636  1.348  0.4990
H  -0.803  1.392  1.937  0.4945
O  -2.504  1.068  2.257  -0.9400
H  -2.656  1.830  2.753  0.4765
H  -3.364  0.638  2.290  0.5074
O  -0.449  -0.468  0.174  -1.0100
H  -0.201  0.387  0.566  0.5068
H  0.335  -1.009  0.037  0.4936
O  1.590  -2.135  -1.703  -0.9832
H  2.379  -2.261  -2.267  0.4888
H  1.040  -1.555  -2.229  0.5124
O  -0.009  -4.135  -1.087  -0.9729
H  -0.094  -4.618  -1.899  0.4637
H  0.284  -3.239  -1.346  0.4849
O  2.965  0.695  -0.299  -0.9656
H  3.714  0.333  -0.711  0.4624
H  2.562  -0.023  0.217  0.5014
O  2.661  1.528  2.749  -0.9556
H  1.790  1.407  2.364  0.4812
H  2.965  2.359  2.389  0.4662
O  -2.732  1.633  -0.334  -0.9598
H  -3.020  0.759  -0.585  0.4702
H  -2.834  1.650  0.608  0.4744
O  -2.024  -1.818  1.734  -0.9963
H  -1.460  -1.464  1.065  0.4896
H  -1.672  -2.626  2.114  0.4713

Calculated values
Electronic energy   -27039.6775 eV
Energy above the lowest of the compared OMol25 structures with the same formula, charge and spin   2.2696 eV
Frontier orbital gap   10.42 eV
2S+1   1


(6)
A 13-piece molecular cluster, H26O13 overall in a non-equilibrium geometry. Source: the OMol25 dataset; level of theory: ωB97M-V with the def2-TZVPD basis set.

Each line ends with the natural charge from an NBO analysis.
CARTESIAN COORDINATES (ANGSTROEM)
H  -0.578  -1.135  0.027  0.4594
H  -0.214  0.332  0.179  0.4514
H  -2.800  -2.086  -0.078  0.4661
H  -3.921  -2.921  -0.675  0.4711
H  4.027  -3.554  -2.156  0.4694
H  2.554  -3.234  -2.350  0.4725
H  -2.933  3.070  2.872  0.4800
H  -4.257  2.851  2.160  0.4788
H  -2.515  2.595  -0.264  0.4784
H  -3.664  3.323  -0.942  0.4812
H  1.378  -2.330  4.417  0.4652
H  1.656  -1.329  3.307  0.4635
H  3.766  1.254  -1.956  0.4702
H  3.240  -0.166  -2.082  0.4680
H  4.047  0.657  0.889  0.4688
H  5.160  0.396  1.891  0.4672
H  0.653  3.586  1.380  0.4723
H  -0.440  3.423  0.336  0.4717
H  -2.200  -0.046  1.058  0.4824
H  -0.887  0.183  1.788  0.4836
H  -2.809  0.311  -2.934  0.4736
H  -2.158  1.403  -2.100  0.4803
H  0.143  1.676  -1.968  0.4500
H  0.641  0.327  -2.460  0.4773
H  -0.197  -4.217  0.383  0.4711
H  -0.382  -2.744  0.707  0.4571
O  0.061  -0.476  -0.267  -0.9362
O  -3.108  -2.995  -0.162  -0.9369
O  3.287  -3.713  -2.752  -0.9417
O  -3.326  2.607  2.124  -0.9577
O  -2.710  3.193  -0.994  -0.9552
O  2.004  -2.131  3.712  -0.9282
O  3.784  0.486  -2.538  -0.9378
O  5.005  0.690  0.986  -0.9362
O  0.390  3.034  0.635  -0.9428
O  -1.395  -0.499  1.335  -0.9475
O  -2.476  0.495  -2.048  -0.9585
O  0.890  1.071  -1.901  -0.9248
O  0.287  -3.386  0.442  -0.9272

Calculated values
Electronic energy   -27037.4036 eV
Energy above the lowest of the compared OMol25 structures with the same formula, charge and spin   4.5434 eV
Frontier orbital gap   9.08 eV
2S+1   1


(7)
A 13-piece molecular cluster, H26O13 overall. Source: the OMol25 dataset; level of theory: ωB97M-V with the def2-TZVPD basis set.

Each line ends with the natural charge from an NBO analysis.
CARTESIAN COORDINATES (ANGSTROEM)
O  -15.989  -2.621  3.861  -0.9943
H  -16.123  -2.877  4.799  0.5141
H  -16.614  -1.906  3.712  0.4879
O  -12.495  -6.164  7.360  -0.9799
H  -13.317  -6.411  6.905  0.5046
H  -11.799  -6.655  6.911  0.4858
O  -15.211  -5.848  6.005  -0.9716
H  -15.372  -4.901  6.126  0.5016
H  -15.922  -6.282  6.491  0.4689
O  -10.030  -5.899  4.635  -0.9682
H  -9.731  -6.815  4.606  0.4625
H  -10.591  -5.788  3.842  0.4949
O  -11.689  -2.528  3.134  -0.9588
H  -10.794  -2.525  2.777  0.4759
H  -12.049  -3.384  2.854  0.4855
O  -14.413  -4.141  2.212  -1.0022
H  -14.947  -4.372  1.445  0.4856
H  -15.000  -3.587  2.773  0.5216
O  -13.366  -3.633  5.756  -0.9758
H  -12.537  -4.136  5.768  0.5044
H  -13.627  -3.609  4.829  0.4754
O  -14.433  -2.496  8.620  -0.9737
H  -14.010  -2.638  9.469  0.4809
H  -13.690  -2.421  7.997  0.5032
O  -11.856  -4.142  9.155  -0.9562
H  -12.289  -4.783  8.557  0.4994
H  -12.502  -3.991  9.849  0.4420
O  -16.370  -3.094  6.591  -0.9964
H  -15.579  -2.897  7.131  0.5211
H  -17.109  -2.915  7.182  0.4911
O  -10.274  -1.847  6.046  -0.9333
H  -9.991  -2.536  5.434  0.4669
H  -9.916  -1.030  5.685  0.4671
O  -12.951  -0.730  5.034  -0.9762
H  -12.655  -1.029  4.158  0.4855
H  -13.076  -1.535  5.555  0.4807
O  -12.210  -5.601  2.841  -1.0113
H  -13.049  -5.114  2.670  0.5112
H  -12.468  -6.530  2.837  0.4800

Calculated values
Electronic energy   -27040.9199 eV
Energy above the lowest of the compared OMol25 structures with the same formula, charge and spin   1.0271 eV
Frontier orbital gap   10.01 eV
2S+1   1


(8)
A 13-piece molecular cluster, H26O13 overall. Source: the OMol25 dataset; level of theory: ωB97M-V with the def2-TZVPD basis set.

Each line ends with the natural charge from an NBO analysis.
CARTESIAN COORDINATES (ANGSTROEM)
O  1.539  2.295  -1.553  -0.9547
H  0.958  2.091  -2.289  0.4901
H  2.430  2.271  -1.922  0.4843
O  -0.110  0.193  -0.765  -1.0012
H  0.814  0.158  -0.489  0.4880
H  -0.577  -0.305  -0.075  0.5119
O  -0.849  -1.172  1.555  -0.9764
H  -1.631  -1.298  2.100  0.4776
H  -0.293  -0.562  2.069  0.5195
O  2.087  -1.718  -2.378  -0.9597
H  2.062  -0.820  -2.725  0.4719
H  1.159  -2.008  -2.408  0.5150
O  1.874  2.617  1.122  -0.9895
H  2.314  3.457  1.290  0.4867
H  1.766  2.581  0.150  0.5112
O  -3.156  -1.199  -0.323  -0.9229
H  -3.365  -2.055  -0.711  0.4594
H  -3.020  -1.381  0.607  0.4643
O  -3.134  1.221  2.341  -0.9517
H  -2.164  1.229  2.372  0.4927
H  -3.400  0.496  2.915  0.4504
O  -0.718  -1.579  -2.855  -0.9874
H  -0.827  -0.926  -2.137  0.5074
H  -1.583  -1.976  -2.984  0.4745
O  -0.814  -3.668  0.024  -0.9498
H  -1.515  -3.648  -0.632  0.4542
H  -0.824  -2.792  0.438  0.4878
O  2.575  -1.727  0.289  -1.0042
H  2.739  -2.639  0.547  0.4815
H  2.448  -1.769  -0.686  0.5057
O  2.543  0.116  2.354  -0.9993
H  2.300  0.981  1.999  0.4796
H  2.415  -0.549  1.656  0.4909
O  -1.434  2.617  -2.114  -0.9305
H  -1.422  2.683  -3.075  0.4601
H  -0.791  1.930  -1.897  0.4706
O  -0.314  1.936  2.776  -0.9923
H  0.326  2.201  2.085  0.5053
H  -0.411  2.718  3.328  0.4792

Calculated values
Electronic energy   -27040.6051 eV
Energy above the lowest of the compared OMol25 structures with the same formula, charge and spin   1.3420 eV
Frontier orbital gap   10.05 eV
2S+1   1